(w)
DFT (ωB97M-V with the def2-TZVPD basis set) results for a cluster of 7 separate species, H14O7 in total.

XYZ file:
```
21
H14O7, DFT ωB97M-V with the def2-TZVPD basis set
O 3.41 -2.12 2.10
H 4.28 -2.48 1.92
H 2.87 -2.88 2.30
O -0.54 0.42 0.95
H 0.31 0.05 1.18
H -1.11 -0.34 0.80
O 2.89 -0.58 -3.18
H 2.92 -1.18 -2.43
H 3.72 -0.72 -3.64
O -5.25 1.19 -2.28
H -5.50 0.27 -2.30
H -4.52 1.23 -1.65
O -3.71 -2.52 -0.35
H -3.93 -2.84 0.52
H -3.36 -3.28 -0.81
O 4.90 1.67 1.50
H 4.27 0.96 1.40
H 5.64 1.41 0.95
O -2.42 4.18 1.29
H -2.82 4.26 0.42
H -2.05 3.29 1.30
```

As for the LUMO energy: -0.022 eV. The calculation puts the HOMO energy at -11.153 eV. Its SMILES is O.O.O.O.O.O.O.

=====

(x)
DFT (ωB97M-V with the def2-TZVPD basis set) results for a cluster of 7 separate species, H14O7 in total.

XYZ file:
```
21
H14O7, DFT ωB97M-V with the def2-TZVPD basis set
O 0.69 1.90 1.49
H 1.61 2.16 1.34
H 0.41 1.12 1.02
H 0.50 1.83 2.43
O -0.08 0.00 0.15
H -0.97 -0.07 -0.26
O 2.33 0.07 -1.04
H 1.46 0.05 -0.64
H 2.17 0.41 -1.92
O -1.50 -0.90 2.38
H -1.17 -0.63 1.53
H -1.53 -1.86 2.33
O -0.61 -1.49 -2.37
H -1.43 -1.03 -2.56
H -0.26 -1.04 -1.60
O 0.84 -2.25 1.21
H 1.50 -2.64 0.65
H 0.43 -1.57 0.67
O -1.37 2.14 -1.95
H -0.95 1.40 -1.50
H -2.07 2.41 -1.36
```

As for the LUMO energy: -0.775 eV. The calculation puts the HOMO energy at -10.573 eV.

=====

(y)
DFT (ωB97M-V with the def2-TZVPD basis set) results for a cluster of 7 separate species, H14O7 in total.

XYZ file:
```
21
H14O7, DFT ωB97M-V with the def2-TZVPD basis set
O -0.50 0.17 2.78
H -0.50 -0.77 2.69
H -1.15 0.30 2.11
O -0.90 -1.22 -1.47
H -1.08 -1.72 -2.28
H -0.60 -0.33 -1.80
O 1.36 -2.42 -0.30
H 0.89 -2.93 0.35
H 0.57 -2.09 -0.85
O 1.90 0.13 0.94
H 1.09 0.12 1.62
H 1.85 -0.81 0.69
O -2.13 0.73 0.51
H -1.42 1.38 0.28
H -1.95 -0.02 -0.03
O 0.13 0.68 -2.45
H 0.24 1.40 -1.75
H -0.22 1.07 -3.26
O 0.27 2.00 0.12
H 0.29 2.49 0.92
H 0.93 1.35 0.34
```

As for the LUMO energy: 0.265 eV. The calculation puts the HOMO energy at -11.308 eV. Its SMILES is O.O.O.O.O.O.O.

=====

(z)
DFT (ωB97M-V with the def2-TZVPD basis set) results for a cluster of 7 separate species, H14O7 in total.

XYZ file:
```
21
H14O7, DFT ωB97M-V with the def2-TZVPD basis set
O 2.43 1.02 -1.79
H 2.90 1.32 -1.05
H 1.79 0.38 -1.50
O 1.19 0.80 1.24
H 0.68 1.59 0.89
H 0.68 0.28 1.86
O 0.39 -0.62 -0.90
H 0.79 -0.33 -0.11
H -0.38 -1.04 -0.54
O -3.89 -1.38 -0.84
H -4.52 -1.01 -0.24
H -3.05 -1.26 -0.43
O -2.03 1.03 -1.87
H -1.31 0.48 -1.55
H -1.70 1.41 -2.70
O -1.62 -1.03 1.02
H -2.32 -1.38 1.54
H -0.94 -1.11 1.72
O 3.62 0.13 2.08
H 4.42 0.37 1.65
H 2.88 0.34 1.52
```

As for the LUMO energy: -0.551 eV. The calculation puts the HOMO energy at -11.020 eV. Its SMILES is O.O.O.O.O.O.O.

=====

Relative energy table, unit kJ/mol: (w) 101.7; (x) 205.0; (y) 0.0; (z) 109.1